(1)
The following is a quantum chemistry calculation of a cluster of 8 separate species, C40H102N6O16 in total, from the OMol25 dataset.

## Properties
frontier orbital gap	9.179	eV
LUMO level	0.67	eV

Atoms and positions in Å:
C (1.7409, 0.8776, -5.8477)
O (2.4128, 1.6385, -4.9581)
C (3.6482, 2.1128, -5.5736)
C (4.3747, 3.1105, -4.7712)
N (3.8049, 4.4397, -4.7913)
C (4.1226, 5.1970, -3.5714)
C (5.5792, 5.4761, -3.1971)
O (6.1014, 4.5464, -2.2987)
C (7.5430, 4.3361, -2.4082)
H (1.0742, 0.3539, -5.1626)
H (2.3426, 0.1477, -6.3893)
H (1.0688, 1.3268, -6.5789)
H (3.6161, 2.3394, -6.6393)
H (4.3011, 1.2400, -5.5769)
H (5.3556, 3.3186, -5.1986)
H (4.5772, 2.9016, -3.7208)
H (2.7975, 4.4116, -4.7248)
H (3.5280, 4.7585, -2.7700)
H (3.6962, 6.1746, -3.7966)
H (5.5610, 6.5149, -2.8675)
H (6.0519, 5.4558, -4.1790)
H (8.2084, 5.1344, -2.7372)
H (7.8388, 3.6468, -3.1991)
H (7.9972, 3.9782, -1.4843)
C (-2.6989, -0.7836, -5.5150)
O (-2.4627, 0.5103, -4.8802)
C (-2.6815, 1.6532, -5.7822)
C (-2.6753, 3.0355, -5.1070)
N (-3.7421, 3.1532, -4.0548)
C (-3.5082, 4.1229, -2.9653)
C (-4.4256, 3.9400, -1.8041)
O (-4.0851, 2.6347, -1.2278)
C (-4.4392, 2.6071, 0.1696)
H (-2.0573, -1.4698, -4.9622)
H (-2.2884, -0.7082, -6.5219)
H (-3.7194, -1.0362, -5.2271)
H (-3.7160, 1.6056, -6.1223)
H (-1.9691, 1.5703, -6.6030)
H (-2.6257, 3.8231, -5.8588)
H (-1.7322, 3.2334, -4.5976)
H (-3.9427, 2.2617, -3.6246)
H (-3.7613, 5.1208, -3.3234)
H (-2.4700, 3.9676, -2.6718)
H (-5.4089, 3.8981, -2.2724)
H (-4.1394, 4.7668, -1.1540)
H (-3.8504, 3.4012, 0.6288)
H (-4.1228, 1.6279, 0.5292)
H (-5.4812, 2.8286, 0.4006)
C (3.4821, 2.8367, 10.3679)
O (4.5491, 3.0996, 9.4828)
C (5.6507, 2.2382, 9.8732)
C (5.3993, 0.7346, 9.8245)
N (5.1520, 0.3458, 8.4345)
C (4.8029, -1.0746, 8.2455)
C (4.6473, -1.4746, 6.7244)
O (3.4861, -1.1341, 5.9624)
C (3.2655, 0.2398, 5.9157)
H (2.9097, 1.9091, 10.3585)
H (2.7641, 3.6512, 10.2715)
H (3.7299, 3.1020, 11.3957)
H (5.9458, 2.5506, 10.8749)
H (6.5466, 2.4460, 9.2881)
H (4.5443, 0.2778, 10.3228)
H (6.3580, 0.3331, 10.1528)
H (4.3313, 0.7736, 8.0300)
H (3.8608, -1.3142, 8.7385)
H (5.6616, -1.6149, 8.6441)
H (4.7224, -2.5591, 6.6446)
H (5.5010, -1.2020, 6.1039)
H (3.0257, 0.7373, 6.8554)
H (2.4298, 0.2574, 5.2160)
H (4.0891, 0.7150, 5.3828)
C (-7.0313, -7.6001, 0.6260)
O (-6.5709, -6.5132, -0.1439)
C (-5.5468, -6.7477, -1.1099)
C (-4.2073, -6.2441, -0.5529)
N (-3.7804, -5.0004, -1.0335)
C (-2.5989, -4.5877, -0.1753)
C (-1.9633, -3.2973, -0.7969)
O (-2.7764, -2.1429, -0.5394)
C (-2.4140, -1.0446, -1.1699)
H (-7.5381, -8.2643, -0.0741)
H (-7.7005, -7.0500, 1.2876)
H (-6.2861, -8.2681, 1.0578)
H (-5.7571, -6.3081, -2.0849)
H (-5.3329, -7.8027, -1.2808)
H (-3.4861, -7.0309, -0.7739)
H (-4.4810, -6.1875, 0.5007)
H (-4.4513, -4.2552, -1.1547)
H (-1.9187, -5.4327, -0.0679)
H (-2.8793, -4.2961, 0.8369)
H (-1.8325, -3.4194, -1.8721)
H (-0.9205, -3.2519, -0.4829)
H (-1.3413, -0.8640, -1.2391)
H (-2.8263, -0.1298, -0.7443)
H (-2.7832, -1.1126, -2.1932)
C (0.5906, -3.9881, -6.0509)
O (1.3910, -3.6140, -4.9177)
C (0.6719, -3.1522, -3.7623)
C (1.6821, -3.2645, -2.5514)
N (1.1374, -2.4030, -1.4994)
C (1.8945, -2.4194, -0.2966)
C (1.7806, -1.2710, 0.6951)
O (2.1696, -1.7512, 1.8953)
C (1.5176, -1.0784, 2.9557)
H (1.1554, -3.9982, -6.9831)
H (0.0074, -3.1337, -6.3946)
H (-0.1946, -4.7357, -5.9383)
H (-0.0504, -3.8333, -3.3123)
H (0.2574, -2.1502, -3.8741)
H (2.5936, -2.7591, -2.8706)
H (1.8912, -4.3087, -2.3188)
H (1.1379, -1.4418, -1.8094)
H (2.9327, -2.5186, -0.6136)
H (1.4597, -3.3431, 0.0851)
H (0.7781, -0.8813, 0.5181)
H (2.3652, -0.3983, 0.4042)
H (1.8788, -1.5907, 3.8474)
H (0.4291, -1.0513, 3.0052)
H (2.0365, -0.1210, 3.0029)
C (-1.7569, 4.6465, 3.2663)
O (-0.7397, 4.0207, 2.5135)
C (0.3512, 3.5783, 3.4059)
C (0.2116, 2.0570, 3.8520)
N (-0.5909, 2.0762, 5.0588)
C (-1.1245, 0.7177, 5.3636)
C (-2.3829, 0.3284, 4.6113)
O (-3.0486, 1.5393, 4.0007)
C (-4.2292, 1.2394, 3.3302)
H (-2.6685, 4.7577, 2.6791)
H (-1.3721, 5.4537, 3.8896)
H (-2.1634, 3.9986, 4.0429)
H (0.5221, 4.3046, 4.2005)
H (1.1533, 3.7859, 2.6976)
H (1.1021, 1.4382, 3.9622)
H (-0.3481, 1.4469, 3.1431)
H (-1.4212, 2.6060, 4.8356)
H (-1.5434, 0.7853, 6.3676)
H (-0.4572, -0.1408, 5.4404)
H (-3.0416, -0.2403, 5.2676)
H (-2.0465, -0.1839, 3.7099)
H (-5.0848, 0.9510, 3.9409)
H (-4.0654, 0.4850, 2.5606)
H (-4.5315, 2.1181, 2.7605)
O (-5.4235, -5.9708, -5.4308)
C (-4.1383, -6.1567, -4.7281)
C (-3.3264, -4.8927, -4.6027)
O (-2.8974, -4.6005, -5.9377)
H (-5.7957, -6.7700, -5.8107)
H (-4.1833, -6.5671, -3.7193)
H (-3.5255, -6.9075, -5.2268)
H (-2.4716, -5.0526, -3.9455)
H (-4.0157, -4.1651, -4.1743)
H (-3.6358, -4.1847, -6.3888)
O (2.4643, 2.3436, -2.0467)
C (1.2168, 2.9750, -1.9311)
C (0.4118, 2.2568, -0.7780)
O (1.0609, 2.3116, 0.4279)
H (2.6327, 1.9879, -2.9224)
H (1.4578, 4.0244, -1.7616)
H (0.7548, 2.8421, -2.9093)
H (0.1047, 1.2488, -1.0569)
H (-0.4976, 2.7907, -0.5022)
H (1.7994, 1.6995, 0.3886)

Cartesian forces, eV/Å:
-2.356 -2.432 0.083
2.490 2.979 -0.372
0.695 -1.839 0.645
0.663 1.932 0.544
-0.356 0.806 0.045
-0.790 0.517 -0.060
-1.216 -0.131 -1.490
2.127 -0.232 0.202
0.089 -0.176 -0.433
-0.403 -0.723 -0.499
0.359 -0.109 0.103
0.272 0.932 -0.119
-0.915 0.626 0.037
0.155 -0.417 0.020
0.316 -0.880 -0.270
-0.201 -1.124 0.131
-0.269 -0.377 -0.447
0.397 0.056 0.672
-0.092 0.195 0.291
0.609 -0.009 0.589
0.744 0.036 -0.038
-0.795 1.243 0.370
-0.789 -0.806 -0.064
-0.690 -0.068 0.176
1.056 1.668 1.801
0.189 1.180 -0.556
-0.851 -0.554 1.094
0.674 -0.686 2.163
-0.460 0.377 -1.015
0.392 -0.747 -1.700
1.423 -2.045 -0.721
-1.287 1.320 0.550
1.034 0.166 -0.917
0.053 -0.139 -0.049
-0.943 -0.489 -0.370
-0.249 -0.302 -1.241
-0.087 -0.454 -0.632
-0.032 0.260 -0.127
-1.010 -0.012 -0.243
0.623 -0.419 0.212
0.353 -0.304 -0.215
0.668 0.264 -0.236
0.295 0.772 0.422
-0.533 0.362 0.863
-0.823 -0.082 0.540
0.160 -0.106 0.526
-0.210 0.182 0.122
-0.283 -0.294 -0.340
-0.978 2.255 0.801
0.462 -1.869 0.290
-0.447 0.527 0.513
-0.476 0.100 -1.600
0.090 -0.700 -1.388
0.465 0.674 -1.434
0.653 -0.803 -0.125
0.527 -0.698 2.004
-0.569 -0.091 -1.760
0.554 -0.336 -0.506
-0.336 -0.083 -0.952
0.786 -0.770 0.455
-0.142 -0.196 0.430
-0.430 0.108 -0.597
0.220 0.591 1.370
-0.153 -0.542 0.104
0.339 1.153 0.583
-0.060 -0.412 0.400
-0.330 -0.602 0.024
-0.439 -0.204 0.407
0.422 0.796 0.388
-0.153 -0.111 -0.038
-0.310 0.812 0.367
0.297 0.428 0.324
-0.400 0.245 -1.394
0.798 0.559 -1.006
0.738 -0.335 0.498
-2.245 -0.884 0.061
2.912 0.965 0.267
-1.225 2.165 -1.775
-0.056 -1.283 0.065
-0.365 -4.031 2.965
0.862 2.866 -2.513
-0.758 -0.177 0.208
-0.053 -1.021 0.512
0.445 0.608 0.634
-0.471 0.236 0.141
-0.802 -0.408 0.007
0.490 0.245 0.308
0.686 -0.389 0.634
-0.220 -0.164 0.489
0.176 0.165 -0.456
-0.378 -0.148 0.284
-0.440 -0.079 -0.384
-0.057 0.819 0.631
0.387 -0.207 0.145
-0.319 -0.170 0.291
0.072 0.443 -0.605
-0.626 2.129 -0.343
-1.046 -0.574 -0.083
1.800 -1.487 1.246
-0.231 2.754 -1.662
-1.379 1.006 -0.756
0.809 -1.330 -0.133
-0.630 0.089 -3.246
-1.277 -0.681 1.556
2.161 -0.269 1.179
0.857 -1.252 0.506
-0.643 0.691 0.645
0.647 -0.610 0.341
-0.974 -0.214 -1.210
0.058 0.069 -0.118
0.666 -0.569 -0.237
-0.300 0.186 0.432
-0.132 0.078 -0.820
0.574 -0.464 0.653
1.040 -0.121 1.417
-0.851 -0.148 1.153
0.720 0.091 -0.279
-0.221 -0.115 0.191
-0.032 0.078 -0.743
-0.790 0.630 0.086
-0.456 -1.257 0.837
0.042 -0.225 1.587
0.273 -0.792 -2.571
-0.895 1.365 -0.473
0.350 -1.843 0.828
-1.565 1.556 1.897
0.039 1.320 -2.817
0.932 -1.154 2.066
-0.277 0.069 -0.952
0.445 0.977 -0.441
-0.195 0.864 -0.708
0.066 -0.555 0.151
-0.473 -0.367 0.516
0.580 -0.808 0.319
0.510 0.872 0.435
-0.020 0.590 -1.078
-0.021 0.094 0.168
0.560 0.271 0.553
0.550 0.376 -0.547
-0.234 -0.023 -0.396
-0.566 -0.842 0.000
0.129 -0.165 0.420
0.021 -0.463 0.028
0.074 0.254 0.269
1.402 0.877 1.148
-0.183 -1.466 0.128
-1.349 -0.744 -1.428
0.546 0.946 0.467
0.518 -0.263 0.238
-1.064 -0.002 0.293
-0.032 0.099 -0.548
-0.037 0.062 -0.153
0.366 0.598 -0.002
-0.091 -0.058 -0.095
1.368 -0.696 0.718
-0.344 -1.134 -0.001
-0.871 1.801 -1.257
1.375 -0.567 1.295
-0.405 -0.012 -0.231
-0.684 0.181 0.418
-0.776 0.322 0.116
0.255 -0.262 -0.303
-0.402 0.197 -0.862
0.372 0.070 0.078

***

(2)
The following is a quantum chemistry calculation of the molecule C4H6N2O, from the OMol25 dataset.

## Properties
frontier orbital gap	8.460	eV
LUMO level	0.87	eV

Atoms and positions in Å:
N (-1.0072, 0.1031, 1.7756)
C (0.0493, 0.2005, 0.8318)
N (0.7325, -0.9798, 0.6750)
C (1.0206, -1.1933, -0.6316)
C (0.5873, -0.0869, -1.3429)
C (0.0057, 0.8042, -0.4088)
O (-0.6574, 1.9835, -0.6413)
H (-1.7124, -0.3742, 1.2376)
H (-1.3527, 1.0225, 1.9935)
H (0.7745, -1.6281, 1.4467)
H (1.5059, -2.1012, -0.9426)
H (0.6539, 0.0647, -2.4095)
H (-0.5999, 2.1851, -1.5836)

Cartesian forces, eV/Å:
0.504 0.586 0.474
-0.283 -0.305 -0.571
-0.159 -0.148 0.085
0.049 0.152 -0.017
0.286 0.157 0.005
0.132 -0.227 -0.097
0.035 -0.274 -0.176
-0.745 -0.115 0.283
-0.217 0.196 0.233
0.081 -0.074 -0.302
0.182 0.109 -0.140
0.162 -0.038 0.020
-0.027 -0.017 0.203

***

(3)
The following is a quantum chemistry calculation of a structure of composition C66H48N5O3S4V, from the OMol25 dataset.

## Properties
net charge	+1
expectation value of S²	3.772
multiplicity	4
frontier orbital gap (alpha / beta)	6.070 / 6.438	eV
LUMO level (alpha / beta)	-2.98 / -3.16	eV

Atoms and positions in Å:
V (1.3729, -0.9744, 0.8758)
O (2.8004, -4.4387, -0.5604)
C (2.6181, -3.3535, -0.0138)
N (1.4519, -2.7706, 0.2853)
C (0.2049, -3.3928, -0.0805)
C (-0.8223, -2.7778, 0.8515)
C (-1.9487, -3.4597, 1.2754)
C (-2.7640, -2.8844, 2.2374)
C (-2.4245, -1.6317, 2.7261)
C (-1.3192, -0.9890, 2.2071)
N (-0.5126, -1.5469, 1.2969)
C (3.7340, -2.4649, 0.4798)
C (4.9891, -2.9562, 0.7947)
C (5.9149, -2.1002, 1.3676)
C (5.5576, -0.7706, 1.5549)
C (4.2927, -0.3517, 1.1896)
N (3.3729, -1.1845, 0.6889)
H (0.2459, -4.4831, 0.0424)
H (0.4725, -3.5229, -1.9900)
H (-2.1789, -4.4279, 0.8532)
H (-3.6360, -3.4057, 2.6080)
H (-3.0304, -1.1473, 3.4791)
H (-1.0486, 0.0080, 2.5339)
H (5.1987, -4.0021, 0.6180)
H (6.8856, -2.4608, 1.6787)
H (6.2483, -0.0642, 1.9930)
H (3.9891, 0.6777, 1.3414)
S (0.0400, 6.0303, 1.6665)
C (-0.2052, 6.8860, 0.2093)
C (0.1116, 6.1357, -0.8794)
C (0.5556, 4.8389, -0.5377)
C (0.5822, 4.6137, 0.8133)
C (0.9236, 3.4081, 1.5554)
C (1.1497, 2.1839, 0.8904)
N (1.3293, 1.0193, 1.4973)
C (1.4092, 1.0320, 2.8570)
C (1.2571, 2.2075, 3.6151)
C (1.4129, 2.1481, 5.0375)
C (1.7695, 1.0002, 5.6519)
C (1.9570, -0.2065, 4.9047)
C (2.4109, -1.3959, 5.4801)
C (2.5973, -2.5223, 4.6904)
C (2.2185, -2.4314, 3.3411)
N (1.7988, -1.3184, 2.7638)
C (1.7094, -0.1959, 3.5187)
C (3.1863, -3.7392, 5.2331)
C (3.7783, -3.9164, 6.4570)
C (4.3235, -5.2079, 6.6310)
C (4.1474, -5.9966, 5.5372)
S (3.3079, -5.1877, 4.2877)
C (0.9713, 3.3957, 2.9399)
H (-0.5758, 7.8969, 0.2480)
H (0.0341, 6.4945, -1.8943)
H (0.8080, 4.0944, -1.2763)
H (1.1683, 2.1740, -0.1910)
H (1.2701, 3.0636, 5.5973)
H (1.9361, 0.9643, 6.7208)
H (2.6330, -1.4162, 6.5380)
H (2.2971, -3.3047, 2.7050)
H (3.8393, -3.1443, 7.2087)
H (4.8258, -5.5295, 7.5302)
H (4.4751, -7.0111, 5.3832)
H (0.7975, 4.3018, 3.5058)
C (-6.4622, 5.5388, 1.7730)
C (-5.4507, 4.5807, 1.2089)
C (-4.7927, 3.6760, 2.0372)
C (-3.8411, 2.8066, 1.5266)
C (-3.5472, 2.8391, 0.1726)
C (-4.1718, 3.7464, -0.6652)
C (-5.1206, 4.6096, -0.1460)
S (-2.1713, 1.8614, -0.4622)
O (-1.6875, 2.5943, -1.6501)
C (-3.0557, 0.4074, -1.0518)
C (-4.1707, -0.0342, -0.3110)
C (-4.8800, -1.1230, -0.7098)
C (-4.4841, -1.8581, -1.8462)
C (-5.2361, -2.9639, -2.3053)
C (-4.8510, -3.6552, -3.4180)
C (-3.6671, -3.2993, -4.0892)
C (-2.9206, -2.2354, -3.6677)
C (-3.3294, -1.4525, -2.5614)
C (-2.6142, -0.2701, -2.1687)
C (-1.5743, 0.2021, -3.1349)
C (-2.1208, 0.6572, -4.3822)
C (-3.5092, 0.8944, -4.5417)
C (-4.0224, 1.3146, -5.7366)
C (-3.1821, 1.5177, -6.8460)
C (-1.8358, 1.3369, -6.7145)
C (-1.2756, 0.9281, -5.4830)
C (0.1135, 0.7971, -5.3144)
C (0.6372, 0.4696, -4.1042)
C (-0.1891, 0.1698, -2.9959)
S (0.7010, -0.1331, -1.4614)
O (-0.1653, -3.0840, -1.4146)
C (2.3903, -0.2781, -2.0209)
C (3.2620, 0.7924, -1.8759)
C (4.5655, 0.6915, -2.3387)
C (5.0231, -0.4760, -2.9413)
C (6.3994, -0.5567, -3.5369)
C (4.1516, -1.5610, -3.0330)
C (2.8451, -1.4621, -2.5902)
H (-6.7310, 5.2673, 2.7924)
H (-7.3673, 5.5529, 1.1661)
H (-6.0531, 6.5511, 1.7874)
H (-5.0229, 3.6625, 3.0957)
H (-3.3185, 2.1208, 2.1855)
H (-3.8915, 3.7763, -1.7108)
H (-5.6045, 5.3255, -0.7990)
H (-4.4909, 0.5347, 0.5510)
H (-5.7748, -1.4186, -0.1751)
H (-6.1248, -3.2545, -1.7580)
H (-5.4431, -4.4878, -3.7735)
H (-3.3570, -3.8687, -4.9550)
H (-2.0025, -1.9857, -4.1798)
H (-4.1688, 0.7619, -3.6951)
H (-5.0844, 1.4993, -5.8310)
H (-3.6068, 1.8241, -7.7924)
H (-1.1734, 1.5234, -7.5509)
H (0.7665, 0.9881, -6.1568)
H (1.7095, 0.4150, -3.9956)
H (2.9222, 1.7211, -1.4358)
H (5.2315, 1.5414, -2.2518)
H (6.9076, 0.4041, -3.4824)
H (6.3299, -0.8481, -4.5854)
H (7.0111, -1.3022, -3.0269)
H (4.4954, -2.4895, -3.4723)
H (2.1667, -2.2928, -2.7203)

Cartesian forces, eV/Å:
-0.607 2.256 -1.305
0.237 0.116 -0.002
-0.388 -0.339 -0.051
-0.031 -2.304 -0.753
0.298 -0.086 -0.022
0.036 -0.209 -0.216
-0.141 0.067 -0.028
0.166 0.021 -0.080
-0.227 0.071 -0.055
-0.089 0.072 -0.019
-1.628 -0.538 0.403
0.156 -0.073 -0.116
0.002 -0.008 -0.051
-0.152 0.076 -0.016
0.131 -0.003 -0.011
0.129 -0.036 0.023
1.765 -0.220 -0.058
-0.004 0.101 0.077
-0.051 -0.134 0.015
0.068 -0.045 0.021
-0.013 -0.002 -0.010
0.033 0.036 0.012
-0.013 0.007 0.020
-0.034 -0.010 -0.049
0.035 0.007 -0.041
0.008 0.025 -0.012
-0.044 -0.019 -0.052
0.069 -0.211 -0.238
0.023 -0.044 0.134
-0.025 0.182 -0.083
0.035 -0.271 0.193
-0.155 0.530 -0.040
-0.033 -0.262 0.418
-0.075 0.136 -0.084
0.005 1.094 0.599
-0.057 0.504 0.257
0.017 -0.353 -0.180
0.048 -0.022 0.143
-0.005 0.133 0.070
-0.057 -0.042 -0.380
-0.006 -0.200 -0.245
-0.189 0.489 0.304
0.097 -0.128 0.019
0.427 -0.037 1.932
0.124 -0.086 0.611
0.164 -0.433 -0.062
-0.155 0.132 -0.173
0.024 -0.089 0.027
-0.033 -0.032 -0.141
0.070 0.182 0.237
0.002 -0.066 -0.365
0.018 0.025 -0.064
-0.040 -0.008 -0.013
0.009 -0.073 -0.052
-0.255 -0.149 0.001
0.019 -0.023 0.064
-0.035 0.057 0.021
0.009 -0.015 0.035
-0.072 0.062 -0.098
0.011 0.027 0.023
0.030 -0.036 -0.005
-0.026 -0.041 0.053
0.044 0.014 0.053
0.071 -0.006 -0.031
0.049 0.016 0.056
-0.102 -0.022 -0.026
0.090 0.053 0.000
0.288 -0.132 0.197
0.017 -0.032 -0.172
-0.015 -0.077 0.048
-0.310 0.085 0.294
0.411 0.207 -0.340
0.265 -0.063 -0.223
-0.107 -0.070 0.175
-0.066 0.077 0.127
0.159 0.022 -0.231
-0.004 -0.142 -0.032
-0.092 -0.030 0.170
0.088 0.100 -0.070
-0.009 -0.112 -0.081
0.015 -0.166 0.247
0.137 -0.043 0.410
0.675 0.106 0.108
0.194 0.210 -0.056
-0.109 0.013 -0.049
-0.040 -0.050 0.156
0.117 -0.019 -0.090
-0.088 0.080 -0.126
-0.288 -0.022 0.096
0.147 0.010 0.021
0.069 0.029 -0.172
-0.663 -0.142 -0.160
0.047 0.518 -0.687
-0.292 -0.261 -0.051
-0.161 0.057 0.112
-0.010 0.017 -0.057
0.025 -0.058 -0.001
0.001 0.040 -0.007
-0.011 -0.023 0.056
-0.040 0.022 0.017
-0.015 -0.016 -0.012
-0.030 0.025 -0.004
-0.008 0.025 0.013
-0.058 0.009 0.007
-0.006 -0.024 -0.001
0.020 0.013 -0.010
0.023 0.038 -0.005
-0.032 -0.008 -0.007
-0.042 -0.048 -0.006
0.017 -0.021 0.024
-0.019 0.036 -0.007
0.001 -0.015 0.001
0.058 -0.019 0.011
-0.018 0.015 -0.055
-0.043 -0.006 -0.055
-0.014 -0.013 0.018
0.025 0.036 -0.011
0.024 -0.022 -0.004
0.039 0.010 0.009
-0.101 0.066 -0.126
-0.039 -0.003 -0.010
-0.004 0.017 -0.006
0.038 -0.008 0.007
0.068 -0.005 -0.007
0.010 -0.007 0.002
-0.012 -0.001 -0.049
-0.007 -0.038 0.061